A molecular structure, C19H15N4O6S3SbSe4Tc. Source: the OMol25 dataset; level of theory: ωB97M-V/def2-TZVPD.

Structure (XYZ):
```
53
Properties=species:S:1:pos:R:3
Tc -0.75 -0.68 0.30
N -1.04 3.62 -0.11
C -0.72 2.33 -0.23
S -2.04 1.17 -0.22
N 0.52 1.98 -0.35
N 0.66 0.62 -0.43
C 1.80 0.13 -0.81
C 3.00 0.93 -1.12
C 4.18 0.64 -0.44
C 5.33 1.38 -0.70
C 5.30 2.39 -1.65
C 4.12 2.67 -2.33
C 2.97 1.96 -2.06
C 1.81 -1.33 -0.92
C 2.85 -2.08 -1.45
C 2.70 -3.46 -1.53
C 1.52 -4.05 -1.09
C 0.51 -3.25 -0.60
N 0.67 -1.93 -0.52
H -1.99 3.92 -0.26
H -0.31 4.30 -0.27
H 4.21 -0.14 0.31
H 6.24 1.17 -0.16
H 6.19 2.96 -1.86
H 4.10 3.46 -3.07
H 2.04 2.19 -2.57
H 3.74 -1.59 -1.79
H 3.50 -4.06 -1.94
H 1.38 -5.12 -1.14
H -0.43 -3.65 -0.24
O -4.62 -2.25 0.24
S -3.34 -2.32 0.88
O -2.98 -3.48 1.62
O -2.26 -2.01 -0.19
C -3.30 -0.92 2.07
C -4.52 -0.27 2.16
C -4.76 0.70 3.12
C -3.79 1.01 4.06
C -2.56 0.39 3.99
C -2.30 -0.56 3.01
S -0.59 -1.00 2.90
O -0.59 -2.07 1.82
O -0.01 -1.29 4.15
O 0.04 0.12 2.09
H -5.30 -0.55 1.46
H -5.73 1.18 3.16
H -3.98 1.74 4.83
H -1.77 0.64 4.69
Se -2.53 3.61 -3.10
Sb -2.42 1.76 -4.50
Se -1.30 -1.01 -2.53
Se -0.04 0.44 -3.75
Se -3.41 -0.31 -2.93
```

Computed properties:
**Orbital gap**: 0.17462 Ha
**E**: -340812.943 eV
**HOMO energy**: -10.86 eV
**Total charge**: +1

=====

A molecular structure, C19H15NS4Se4Tc at a distorted geometry. Source: the OMol25 dataset; level of theory: ωB97M-V/def2-TZVPD.

Structure (XYZ):
```
44
Properties=species:S:1:pos:R:3
Tc 0.05 -0.14 -1.22
S -2.04 -0.71 -2.20
C -2.95 0.71 -1.70
C -4.35 0.63 -1.65
C -5.11 1.70 -1.22
C -4.50 2.89 -0.84
C -3.12 3.01 -0.91
C -2.36 1.92 -1.33
S -0.61 2.10 -1.58
C 0.09 2.67 0.03
C 1.37 1.94 0.38
C 2.26 2.52 1.26
C 3.37 1.80 1.68
C 3.56 0.51 1.18
C 2.65 0.00 0.28
C 2.78 -1.37 -0.30
S 1.15 -2.18 -0.57
C 0.67 -2.46 1.12
C 1.19 -3.58 1.77
C 0.84 -3.86 3.08
C -0.05 -3.00 3.73
C -0.58 -1.90 3.09
C -0.24 -1.62 1.76
S -1.02 -0.28 0.96
N 1.58 0.71 -0.12
H -4.82 -0.30 -1.93
H -6.19 1.61 -1.19
H -5.10 3.73 -0.50
H -2.64 3.94 -0.65
H -0.66 2.44 0.79
H 0.26 3.74 -0.01
H 2.07 3.51 1.64
H 4.07 2.22 2.38
H 4.41 -0.08 1.50
H 3.40 -2.02 0.32
H 3.21 -1.32 -1.31
H 1.86 -4.24 1.23
H 1.23 -4.73 3.57
H -0.33 -3.21 4.76
H -1.28 -1.25 3.59
Se 1.32 -0.25 -3.35
Se 3.01 -1.44 -6.90
Se 1.57 -2.81 -5.92
Se -0.02 -1.53 -4.71
```

Computed properties:
**Orbital gap (alpha / beta)**: 0.25415 / 0.20509 Ha
**E**: -328364.023 eV
**HOMO energy (alpha / beta)**: -7.15 / -7.09 eV
**<S²>**: 3.774
**Spin multiplicity**: 4

=====

A molecular structure, C19H16AsCl4F6N4O5W at a distorted geometry. Source: the OMol25 dataset; level of theory: ωB97M-V/def2-TZVPD.

Structure (XYZ):
```
56
Properties=species:S:1:pos:R:3
W -14.07 -4.54 7.25
Cl -11.37 2.16 5.71
C -12.19 0.64 5.82
C -13.56 0.57 5.59
C -14.21 -0.62 5.78
C -13.54 -1.77 6.18
O -14.21 -2.93 6.21
C -12.18 -1.72 6.42
C -11.50 -2.90 6.76
O -12.07 -3.98 6.96
C -11.48 -0.49 6.22
H -14.10 1.45 5.26
H -15.28 -0.66 5.59
H -10.39 -2.96 6.73
H -10.42 -0.36 6.44
F -15.95 -2.75 10.47
As -14.33 -2.52 10.96
F -13.95 -3.31 8.78
F -14.19 -4.21 11.26
F -12.64 -2.49 11.03
F -14.41 -1.11 10.03
F -14.74 -1.94 12.50
Cl -11.80 -7.86 10.35
C -13.39 -7.21 10.26
C -13.55 -6.20 9.16
O -12.70 -5.67 8.43
O -14.74 -5.75 8.90
H -13.62 -6.64 11.13
H -14.15 -7.98 10.12
C -19.65 -4.34 8.35
N -18.45 -4.33 7.52
C -18.40 -4.17 6.06
C -16.88 -4.37 5.80
O -16.39 -4.43 4.71
N -16.22 -4.53 7.06
C -17.25 -4.64 8.01
N -17.15 -5.06 9.27
H -20.51 -4.25 7.66
H -19.68 -3.51 9.07
H -19.75 -5.30 8.88
H -18.70 -3.19 5.68
H -18.99 -4.93 5.52
H -16.26 -5.19 9.71
H -17.90 -4.83 9.88
Cl -15.68 -8.05 6.86
C -14.87 -7.90 5.35
C -14.91 -8.93 4.46
C -14.35 -8.72 3.14
C -13.66 -7.58 2.79
C -13.53 -6.54 3.67
Cl -12.93 -5.03 3.18
C -14.11 -6.67 5.03
N -13.97 -5.78 5.95
H -15.40 -9.88 4.71
H -14.42 -9.56 2.46
H -13.22 -7.49 1.82
```

Computed properties:
**Orbital gap (alpha / beta)**: 0.21878 / 0.16128 Ha
**E**: -165209.597 eV
**HOMO energy (alpha / beta)**: -14.15 / -14.14 eV
**<S²>**: 0.779
**Total charge**: +2
**Spin multiplicity**: 2

=====

A molecular structure, C19H16BN9O4Pt at a distorted geometry. Source: the OMol25 dataset; level of theory: ωB97M-V/def2-TZVPD.

Structure (XYZ):
```
50
Properties=species:S:1:pos:R:3
Pt 0.37 0.68 -0.96
C 2.27 -3.04 -0.48
C 2.30 -1.66 -0.26
N 1.10 -1.15 -0.53
N 0.30 -2.15 -0.94
C 0.98 -3.31 -0.91
B -1.13 -1.72 -1.35
N -1.88 -1.32 -0.06
C -2.98 -1.81 0.54
C -3.33 -0.95 1.56
C -2.37 0.07 1.51
N -1.51 -0.18 0.54
N -0.93 -0.36 -2.04
C -1.61 0.08 -3.06
C -1.64 1.39 -3.51
C -1.02 2.43 -2.77
N -0.33 2.26 -1.73
N -1.85 -2.76 -2.16
C -2.10 -4.05 -1.81
C -2.75 -4.65 -2.86
C -2.86 -3.65 -3.83
N -2.32 -2.54 -3.39
H 3.07 -3.74 -0.36
H 3.11 -1.05 0.09
H 0.54 -4.24 -1.19
H -3.45 -2.71 0.20
H -4.14 -1.05 2.25
H -2.29 0.94 2.12
H -2.21 -0.69 -3.58
H -2.18 1.64 -4.41
H -1.16 3.45 -3.14
H -1.81 -4.44 -0.86
H -3.10 -5.66 -2.93
H -3.30 -3.70 -4.81
O 3.07 3.53 -0.45
C 2.52 2.66 0.16
O 2.10 1.52 -0.26
C 2.33 2.80 1.68
C 1.23 2.21 2.29
C 1.05 2.35 3.65
C 1.98 3.05 4.41
C 3.07 3.62 3.77
C 3.26 3.52 2.40
N 4.06 4.38 4.54
O 4.99 4.84 3.94
O 3.85 4.48 5.73
H 0.52 1.65 1.69
H 0.19 1.90 4.13
H 1.86 3.16 5.47
H 4.12 3.98 1.95
```

Computed properties:
**Orbital gap (alpha / beta)**: 0.17366 / 0.16878 Ha
**E**: -45474.895 eV
**HOMO energy (alpha / beta)**: -12.23 / -12.21 eV
**<S²>**: 0.794
**Total charge**: +1
**Spin multiplicity**: 2

=====

C19H16F4N2O2S in the gas phase at a distorted geometry. Source: the OMol25 dataset; level of theory: ωB97M-V/def2-TZVPD.

Structure (XYZ):
```
44
Properties=species:S:1:pos:R:3
C -0.84 -4.17 -0.63
C -0.89 -2.75 -0.26
S 0.39 -2.10 0.85
C -0.42 -0.54 0.87
N -0.17 0.50 1.68
C -0.72 1.77 1.34
C -0.18 2.98 1.93
C 1.33 2.89 1.86
C 2.07 3.20 0.71
C 3.44 3.11 0.77
C 4.09 2.70 1.95
C 3.40 2.41 3.12
C 4.17 1.84 4.33
F 3.75 2.53 5.45
F 5.44 2.32 4.30
F 3.94 0.54 4.45
C 2.04 2.46 3.01
F 1.35 1.97 4.11
C -1.69 1.90 0.42
C -1.95 0.72 -0.40
O -2.83 0.99 -1.26
N -1.38 -0.45 -0.09
C -1.64 -1.72 -0.79
C -2.37 -1.73 -2.09
C -1.86 -0.88 -3.22
C -1.78 -2.33 -3.28
C -2.73 -3.19 -4.02
O -2.10 -4.44 -4.18
H -1.49 -4.54 -1.39
H -1.07 -4.87 0.23
H 0.20 -4.27 -0.92
H -0.48 4.01 1.46
H -0.54 2.97 2.96
H 1.55 3.73 -0.16
H 3.99 3.42 -0.10
H 5.21 2.67 2.02
H -2.21 2.76 0.19
H -3.35 -2.02 -1.84
H -2.68 -0.46 -3.81
H -1.13 -0.11 -2.94
H -0.83 -2.81 -3.09
H -2.91 -2.70 -4.99
H -3.66 -3.32 -3.62
H -2.49 -4.97 -4.94
```

Computed properties:
**Orbital gap**: 0.31849 Ha
**SMILES string**: Cc1sc2nc(Cc3cccc(C(F)(F)F)c3F)cc(=O)n2c1[C@H]1C[C@@H]1CO
**E**: -48739.814 eV
**HOMO energy**: -8.22 eV

=====

A molecular structure, C19H16N2O5S at a distorted geometry. Source: the OMol25 dataset; level of theory: ωB97M-V/def2-TZVPD.

Structure (XYZ):
```
43
Properties=species:S:1:pos:R:3
O 5.18 -0.89 3.63
C 4.18 -1.45 3.02
O 3.88 -1.55 1.73
H 4.74 -1.06 1.28
C 3.31 -2.24 3.73
C 2.00 -1.27 3.98
N 1.48 -0.99 2.73
C 1.59 -0.14 1.80
O 2.21 0.85 2.20
C 0.93 -0.28 0.50
C 0.67 0.38 -0.44
C 0.08 -0.21 -1.61
C -0.32 -1.33 -1.76
C -0.43 -2.10 -0.41
C 0.38 -1.68 0.55
C 0.69 -2.05 2.07
O 0.45 -3.08 2.37
H -0.73 -3.01 -0.35
H -1.15 -1.76 -2.51
N -0.11 0.84 -2.66
C -0.94 0.55 -3.81
O -1.56 -0.34 -3.88
C -1.33 1.94 -4.44
H -0.39 2.33 -4.95
H -2.20 1.55 -5.25
S -1.59 3.35 -3.41
C -2.17 2.53 -2.10
C -3.48 1.46 -2.23
C -3.78 0.89 -1.10
C -3.36 1.09 0.09
C -2.46 1.86 0.34
C -1.79 2.56 -0.79
H -1.12 3.41 -0.55
H -1.89 2.13 1.27
H -3.69 0.44 0.90
H -4.82 0.05 -1.31
H -3.71 1.26 -3.37
H 0.27 1.91 -2.50
H 1.21 1.45 -0.57
H 1.10 -1.83 4.76
H 2.13 -0.14 4.35
H 3.51 -2.27 5.19
H 3.01 -3.15 3.50
```

Computed properties:
**Orbital gap**: 0.33332 Ha
**E**: -44000.361 eV
**HOMO energy**: -8.81 eV